Molecular formula: C17H22N4ORuS2
Method: DFT, ωB97M-V/def2-TZVPD

XYZ file:
```
47
Properties=species:S:1:pos:R:3
H -1.2826 -0.3377 5.4251
H 2.3977 -0.1413 3.9603
C -2.4795 4.5465 1.1565
H 3.0885 -1.0544 0.0059
H 1.2206 -4.2240 4.4379
H 0.4927 0.6861 -1.5534
C 2.0099 -1.0574 3.5334
H 2.0944 -2.1093 5.3913
H -0.8815 1.7630 -1.8045
N -1.7549 -1.0737 4.9314
C 1.0106 -3.4214 2.4698
C -1.7040 -1.0599 3.5858
H -2.4578 -1.9604 1.9291
H 0.7495 2.4323 -1.7106
H -0.3902 4.4671 0.7571
H 0.6165 -4.3336 2.0411
C 1.3442 -3.3524 3.8090
C 1.6060 1.3124 1.9046
N -0.0895 1.8251 0.1551
C 1.1739 -2.3094 1.6393
H 3.0203 0.6798 -0.2965
C -3.6733 3.8436 1.2022
C 3.0340 -0.0785 0.4838
C -3.6885 2.5041 0.8576
C -1.3066 3.8941 0.8136
H 3.9274 0.0642 1.1010
N -2.4074 -2.0063 2.9298
N 1.8235 0.0036 1.3034
C 1.6933 -1.1118 2.1828
H -2.4548 5.6070 1.3660
C 0.0813 1.6656 -1.3106
H -4.5890 4.3392 1.4945
H -2.3607 -1.6895 5.4426
S -2.6384 0.1788 -0.0199
C 1.1354 2.2873 0.8389
H 0.9674 3.2351 1.3415
Ru -0.4853 -0.4635 0.7055
H -4.6128 1.9413 0.8643
H -2.9778 -2.6838 3.4028
O -1.0240 -0.1862 3.0010
H 1.9200 2.4392 0.0998
C -1.3005 2.5378 0.5102
H 2.5146 1.7148 2.3697
C -2.5126 1.8485 0.4992
S 0.6933 -2.4052 -0.0603
H 0.8318 1.2178 2.6668
C 1.8362 -2.1674 4.3422
```

Values from the calculation:
**E_HOMO (spin up / spin down)**: -10.828 / -10.904 eV
**Net charge**: +1
**Spin multiplicity**: 2

Charges obtained by natural (NBO) population analysis, quoted in units of e:
1. H 0.4207
2. H 0.2253
3. C -0.1986
4. H 0.2349
5. H 0.2317
6. H 0.2232
7. C -0.2527
8. H 0.2291
9. H 0.2407
10. N -0.8029
11. C -0.1901
12. C 0.8062
13. H 0.4222
14. H 0.2095
15. H 0.2171
16. H 0.2357
17. C -0.2024
18. C -0.2476
19. N -0.4185
20. C -0.2851
21. H 0.2074
22. C -0.1818
23. C -0.4138
24. C -0.2008
25. C -0.2416
26. H 0.2032
27. N -0.8093
28. N -0.4911
29. C 0.2152
30. H 0.2306
31. C -0.4201
32. H 0.2316
33. H 0.4072
34. S -0.0117
35. C -0.2194
36. H 0.2303
37. Ru 0.7875
38. H 0.2339
39. H 0.4103
40. O -0.7078
41. H 0.2117
42. C 0.1810
43. H 0.2079
44. C -0.2286
45. S 0.0108
46. H 0.2437
47. C -0.1847

***

Molecular formula: C17H23AuF5NO2P2S
Method: DFT, ωB97M-V/def2-TZVPD

XYZ file:
```
52
Properties=species:S:1:pos:R:3
H -1.8437 2.8114 0.1620
F -3.7166 0.7067 5.9196
H 0.9871 3.0157 -5.2879
F -3.3980 -1.8820 5.3196
H -2.1043 -1.9107 -0.1960
C -0.8360 0.8174 3.7104
O -0.0866 -2.9829 -3.0598
H -3.4219 2.0456 -0.1527
C 0.9537 2.4661 -4.3347
H 3.9721 0.8747 -2.2119
H -2.8298 -0.9481 1.1390
H 3.5413 2.0786 -0.9687
H -0.9622 -2.8863 -3.4235
H -0.6242 -4.2405 1.0564
H 0.0952 -4.5417 -0.3321
H 2.2043 -1.7603 -2.0296
C 1.9483 1.6141 -2.3332
H 3.9713 -1.6200 -1.7933
C -0.3299 1.2806 -2.6580
C -2.6184 -0.9677 0.0566
F -0.1127 1.8280 3.1683
H 5.0645 -0.1247 0.5679
N 0.7312 1.3307 -1.8176
O -0.1042 -3.8404 0.3505
H -2.2251 -0.0105 -2.6421
S 0.8698 -0.9080 2.5425
C -2.7797 0.3212 5.0403
P 2.8077 -0.1185 -0.3186
H -1.1992 2.1207 -4.4319
H 3.0922 2.6184 -3.9091
C -0.2599 1.9402 -3.9017
H 2.9467 -2.5050 -0.6163
C -0.5191 -0.5255 3.4617
H 3.9281 0.7650 1.6039
H -0.2518 -2.3676 -2.3315
C 2.9968 -1.6407 -1.2843
H -2.6008 1.7644 1.4073
H -3.5774 -0.8969 -0.4972
F -1.4947 -2.7308 3.5260
F -2.0655 2.5373 4.7119
C 3.1731 1.2109 -1.5363
C -1.9173 1.2312 4.4668
H 3.9088 -0.9897 1.6036
C -2.4468 1.9126 0.3323
P -1.5306 0.4645 -0.2926
H -2.4251 1.6257 -2.1652
C -1.5079 -1.4340 3.9258
C 4.0494 -0.1139 0.9700
C -2.5632 -1.0098 4.7303
C 2.0998 2.2672 -3.5768
C -1.6777 0.7866 -2.1171
Au 0.6887 0.5208 0.4469
```

Values from the calculation:
**E_HOMO (spin up / spin down)**: -14.251 / -15.394 eV
**Net charge**: +2
**Spin multiplicity**: 3

Charges obtained by natural (NBO) population analysis, quoted in units of e:
1. H 0.2598
2. F -0.2299
3. H 0.2603
4. F -0.2600
5. H 0.2739
6. C 0.3516
7. O -0.9085
8. H 0.2560
9. C -0.1048
10. H 0.2751
11. H 0.2510
12. H 0.2796
13. H 0.4700
14. H 0.4877
15. H 0.5008
16. H 0.2742
17. C 0.2351
18. H 0.2694
19. C 0.2289
20. C -0.9436
21. F -0.2902
22. H 0.2721
23. N -0.5013
24. O -0.9841
25. H 0.2830
26. S 0.2952
27. C 0.3634
28. P 0.9617
29. H 0.2519
30. H 0.2599
31. C -0.2219
32. H 0.2750
33. C -0.3643
34. H 0.2688
35. H 0.4430
36. C -0.9564
37. H 0.2456
38. H 0.2655
39. F -0.2742
40. F -0.2554
41. C -0.7626
42. C 0.2748
43. H 0.2693
44. C -0.9389
45. P 0.8454
46. H 0.2769
47. C 0.3599
48. C -0.9719
49. C 0.3119
50. C -0.2224
51. C -0.7543
52. Au 0.7479

***

Molecular formula: C17H23AuN7O4PS
Method: DFT, ωB97M-V/def2-TZVPD

XYZ file:
```
54
Properties=species:S:1:pos:R:3
C -3.2703 -0.9532 2.0231
C 1.6520 -3.7050 -0.6510
O 2.2362 1.5256 0.2268
H 0.5246 -6.9583 -0.5944
H 4.6352 5.2610 0.8089
H 1.2536 -6.0683 0.7346
H -0.3212 -5.5743 0.0968
H -2.5737 -0.8729 2.8575
H -4.7617 -2.3801 0.3506
O -0.0339 1.9099 -1.5893
C 1.5097 3.5940 -0.7511
C -3.7645 -2.1309 -0.0083
C -1.4759 -1.9249 0.7188
H 2.9070 0.1036 1.2192
N -3.3565 0.3357 1.3268
C -2.0585 0.8678 0.9391
N 3.0648 6.9990 -0.4619
N 3.0717 -0.8942 1.3662
C 0.3936 3.1045 -1.4269
H 1.0427 5.6221 -1.4266
H -5.2551 -0.0158 0.5403
C 3.5698 3.4249 0.5424
C 2.4929 -1.7910 0.5838
H -2.1761 1.8370 0.4528
C 3.7670 4.7690 0.3906
H -0.8069 -1.8710 1.5797
H -4.2563 -1.1853 2.4222
C 1.3503 -5.0585 -1.2017
C 0.6608 -5.9638 -0.1752
H -1.1781 -2.7637 0.0910
P -1.3604 -0.3602 -0.2409
H -4.2954 1.1586 -0.3647
H 0.7233 -4.9090 -2.0800
N -2.8604 -2.0570 1.1468
H 2.2815 -5.5140 -1.5435
H 4.2739 2.8201 1.0974
S 2.8735 -3.4688 0.5868
C 2.4341 2.7888 -0.0018
H -1.3953 0.9788 1.7970
H -2.7910 0.3939 -2.0627
N 1.5336 -1.5285 -0.3073
C 1.7355 4.9952 -0.8790
Au 0.7896 0.2538 -0.8250
N -3.8448 -0.8618 -0.7319
H -2.4013 -1.3401 -2.2131
C -4.2560 0.2115 0.1723
N 1.0509 -2.6251 -0.9933
H -0.2224 3.8376 -1.9504
O 4.1153 7.4233 -0.0397
O 2.1854 7.6441 -0.9870
H 3.8444 -1.1687 1.9509
C -2.6571 -0.5405 -1.5179
H -3.4325 -2.9225 -0.6796
C 2.8325 5.5477 -0.3181
```

Values from the calculation:
**E_HOMO**: -14.818 eV
**Net charge**: +2
**Energy above the lowest of the compared OMol25 structures with the same formula, charge and spin**: 88.31 kJ/mol
**Spin multiplicity**: 1

Charges obtained by natural (NBO) population analysis, quoted in units of e:
1. C -0.0878
2. C 0.1190
3. O -0.8588
4. H 0.2507
5. H 0.2775
6. H 0.2162
7. H 0.2092
8. H 0.2152
9. H 0.2396
10. O -0.6642
11. C -0.3340
12. C -0.0856
13. C -0.5405
14. H 0.4560
15. N -0.4178
16. C -0.5298
17. N 0.5322
18. N -0.7572
19. C 0.4329
20. H 0.2673
21. H 0.2410
22. C -0.3082
23. C 0.2733
24. H 0.2545
25. C -0.0673
26. H 0.2475
27. H 0.2397
28. C -0.4635
29. C -0.5985
30. H 0.2626
31. P 1.1057
32. H 0.2176
33. H 0.2519
34. N -0.4222
35. H 0.2512
36. H 0.2397
37. S 0.4660
38. C 0.5584
39. H 0.2547
40. H 0.2620
41. N -0.4525
42. C -0.0668
43. Au 1.2177
44. N -0.4262
45. H 0.2638
46. C -0.0865
47. N -0.2831
48. H 0.2051
49. O -0.3333
50. O -0.3463
51. H 0.4341
52. C -0.5269
53. H 0.2166
54. C -0.0221

***

Molecular formula: C17H23BCl2MnN2O2SSe
Method: DFT, ωB97M-V/def2-TZVPD

XYZ file:
```
50
Properties=species:S:1:pos:R:3
C -1.9623 -1.3995 2.0732
H 0.6736 -0.2595 -4.0181
Mn 0.7771 0.6514 0.9017
N -3.0189 -0.6904 2.5092
C -3.7752 -2.5398 1.6151
C -0.1626 6.0625 1.3318
H 3.0418 4.9563 1.5371
H 1.7832 -4.1466 -1.4041
H -2.2825 -4.2484 0.3857
C -4.1501 -1.3795 2.2240
Cl 2.1213 2.2214 1.1411
C 1.7132 -0.2874 -3.7032
C -0.0782 3.6741 0.9940
Se -0.1401 -0.8953 2.3312
N -2.4219 -2.5421 1.5383
O 1.0034 0.1817 -1.4256
H -4.3716 -3.3430 1.2359
C 3.2583 -0.5106 -1.7229
H 2.2518 -0.9791 -4.3462
H -2.5495 0.4948 4.1598
H 2.8657 -2.9290 -0.7363
H 0.7688 -2.8794 -3.9210
C 2.2716 -3.1972 -1.6063
C -2.9583 0.5911 3.1535
C 1.2115 6.0840 1.4982
H -1.1456 -4.1779 1.7423
C 1.8368 -0.7133 -2.2473
H 3.5720 0.5089 -1.9386
C 0.2584 -2.6613 -2.9885
H -3.9595 1.0075 3.2214
O 0.4035 -1.8975 -0.7444
C 1.9699 4.9199 1.4093
S -0.8816 2.1454 0.7303
H 3.9629 -1.1910 -2.1904
C -0.8200 4.8666 1.0608
B 0.2715 -0.5808 -0.5835
H -0.7382 6.9720 1.4152
H 1.6999 7.0214 1.7115
C 1.2288 -2.1398 -1.9357
H 2.9229 -3.3363 -2.4653
H -0.8723 -3.1618 0.3133
H -5.1268 -1.0132 2.4622
H -0.1809 -3.5844 -2.6135
C -1.6337 -3.5937 0.9619
C 1.3082 3.7315 1.1725
H 2.1368 0.7070 -3.8296
Cl -2.5078 4.8173 0.8149
H 3.2885 -0.6554 -0.6362
H -0.5410 -1.9425 -3.1582
H -2.3227 1.2608 2.5694
```

Values from the calculation:
**E_HOMO (spin up / spin down)**: -14.215 / -14.341 eV
**Net charge**: +2
**Energy above the lowest of the compared OMol25 structures with the same formula, charge and spin**: 140.98 kJ/mol
**Spin multiplicity**: 2

Charges obtained by natural (NBO) population analysis, quoted in units of e:
1. C 0.2324
2. H 0.2336
3. Mn 0.5065
4. N -0.2910
5. C -0.0291
6. C -0.1850
7. H 0.2542
8. H 0.2368
9. H 0.2429
10. C -0.0182
11. Cl 0.1830
12. C -0.6400
13. C -0.2948
14. Se 0.1897
15. N -0.2882
16. O -0.7422
17. H 0.2632
18. C -0.6371
19. H 0.2438
20. H 0.2397
21. H 0.2239
22. H 0.2432
23. C -0.6358
24. C -0.4297
25. C -0.1561
26. H 0.2396
27. C 0.2792
28. H 0.2392
29. C -0.6339
30. H 0.2476
31. O -0.7613
32. C -0.2292
33. S 0.1248
34. H 0.2524
35. C -0.0292
36. B 1.0102
37. H 0.2583
38. H 0.2538
39. C 0.2502
40. H 0.2427
41. H 0.2582
42. H 0.2625
43. H 0.2310
44. C -0.4361
45. C 0.0122
46. H 0.2402
47. Cl 0.0893
48. H 0.1930
49. H 0.2182
50. H 0.2412